The following is a DFT calculation (wB97M-V/def2-TZVPD) of a 8-piece molecular cluster, C24H38O24 overall.

Last columns: bonded neighbours and bond lengths (Å).
Element x y z (Å)
1 C -7.42179 -16.76768 -0.65254  C2 1.531, O6 1.410, H7 1.094, H8 1.094
2 C -6.75181 -17.28067 0.62456  C1 1.531, O3 1.431, H9 1.089, H10 1.087
3 O -6.72115 -18.69057 0.38433  C2 1.431, C4 1.345
4 C -6.95890 -18.96088 -0.91170  O3 1.345, O5 1.196, O6 1.337
5 O -6.85419 -20.02476 -1.44759  C4 1.196
6 O -7.47757 -17.88447 -1.51198  C1 1.410, C4 1.337
7 H -6.90894 -15.93620 -1.14413  C1 1.094
8 H -8.40165 -16.32513 -0.45243  C1 1.094
9 H -7.49433 -17.15804 1.41183  C2 1.089
10 H -5.83343 -16.74574 0.85310  C2 1.087
11 C -13.92332 -16.82475 -0.75994  C12 1.543, O16 1.441, H17 1.092, H18 1.084
12 C -15.02184 -16.81369 -1.84360  C11 1.543, O13 1.417, H19 1.089, H20 1.088
13 O -15.19776 -15.43821 -2.13735  C12 1.417, C14 1.332
14 C -14.32988 -14.69660 -1.45129  O13 1.332, O15 1.191, O16 1.355
15 O -14.13796 -13.53297 -1.61667  C14 1.191
16 O -13.75416 -15.42424 -0.46420  C11 1.441, C14 1.355
17 H -12.95324 -17.04961 -1.20771  C11 1.092
18 H -14.15420 -17.45837 0.08918  C11 1.084
19 H -15.90487 -17.31260 -1.44751  C12 1.089
20 H -14.69677 -17.31329 -2.75405  C12 1.088
21 C -11.68021 -19.74766 9.19010  C22 1.515, O26 1.421, H27 1.088, H28 1.095
22 C -10.42796 -20.42268 8.66849  C21 1.515, O23 1.413, H29 1.087, H30 1.098
23 O -10.48036 -21.62341 9.41112  C22 1.413, C24 1.336
24 C -11.74621 -21.94433 9.69413  O23 1.336, O25 1.186, O26 1.365
25 O -12.13790 -22.97207 10.13855  C24 1.186
26 O -12.53209 -20.85887 9.43319  C21 1.421, C24 1.365
27 H -12.20773 -19.09908 8.49404  C21 1.088
28 H -11.46320 -19.23069 10.13109  C21 1.095
29 H -9.55076 -19.78178 8.68975  C22 1.087
30 H -10.62798 -20.59610 7.60250  C22 1.098
31 C -11.03339 -10.61972 0.55096  C32 1.546, O36 1.443, H37 1.088, H38 1.083
32 C -11.19262 -12.09447 0.11542  C31 1.546, O33 1.409, H39 1.092, H40 1.090
33 O -10.39986 -12.77939 1.05725  C32 1.409, C34 1.334
34 C -9.53231 -11.93911 1.62379  O33 1.334, O35 1.186, O36 1.345
35 O -8.63977 -12.20071 2.35909  C34 1.186
36 O -9.70328 -10.71083 1.10377  C31 1.443, C34 1.345
37 H -11.68010 -10.36777 1.38944  C31 1.088
38 H -11.08232 -9.97875 -0.32036  C31 1.083
39 H -10.80648 -12.22159 -0.89825  C32 1.092
40 H -12.23380 -12.41404 0.07286  C32 1.090
41 C -9.53296 -21.70154 1.45013  C42 1.518, O46 1.422, H47 1.090, H48 1.090
42 C -8.43363 -22.24694 2.34439  C41 1.518, O43 1.398, H49 1.094, H50 1.093
43 O -8.13964 -23.48221 1.75987  C42 1.398, C44 1.390
44 C -9.28442 -23.92131 1.10415  O43 1.390, O45 1.179, O46 1.352
45 O -9.45086 -25.05375 0.82116  C44 1.179
46 O -10.19472 -22.92260 1.14269  C41 1.422, C44 1.352
47 H -9.14584 -21.07594 0.64534  C41 1.090
48 H -10.27351 -21.10200 1.98050  C41 1.090
49 H -8.67844 -22.40524 3.39877  C42 1.094
50 H -7.64009 -21.50189 2.23988  C42 1.093
51 C -14.01032 -19.69245 5.45742  O52 1.440, H57 1.089, H58 1.086, H59 1.088
52 O -13.26989 -20.90311 5.70389  C51 1.440, C53 1.330
53 C -12.89602 -21.63637 4.65891  O52 1.330, O54 1.195, O55 1.354
54 O -13.06858 -21.51541 3.48311  C53 1.195
55 O -12.19808 -22.61832 5.27790  C53 1.354, C56 1.406
56 C -11.44417 -23.54194 4.53235  O55 1.406, H60 1.091, H61 1.090, H62 1.095
57 H -14.48217 -19.71218 4.47613  C51 1.089
58 H -13.45025 -18.76769 5.56208  C51 1.086
59 H -14.81511 -19.75943 6.18668  C51 1.088
60 H -11.52150 -23.50960 3.44432  C56 1.091
61 H -11.70514 -24.55608 4.83663  C56 1.090
62 H -10.36182 -23.50961 4.69368  C56 1.095
63 C -11.30313 -16.17682 1.51632  O64 1.420, H69 1.095, H70 1.085, H71 1.093
64 O -11.52637 -17.04846 2.61538  C63 1.420, C65 1.332
65 C -10.55874 -17.93235 2.85591  O64 1.332, O66 1.204, O67 1.301
66 O -9.56822 -18.07584 2.18621  C65 1.204
67 O -10.88611 -18.62310 3.90853  C65 1.301, C68 1.403
68 C -9.98101 -19.51713 4.50071  O67 1.403, H72 1.092, H73 1.091, H74 1.092
69 H -10.35579 -15.63969 1.63345  C63 1.095
70 H -12.02638 -15.37448 1.41213  C63 1.085
71 H -11.23658 -16.84639 0.65546  C63 1.093
72 H -10.38162 -20.50313 4.25584  C68 1.092
73 H -9.93166 -19.30127 5.56867  C68 1.091
74 H -8.95452 -19.41165 4.14403  C68 1.092
75 C -15.50350 -11.74405 1.07650  O76 1.429, H81 1.086, H82 1.087, H83 1.090
76 O -14.92393 -12.87840 1.72501  C75 1.429, C77 1.303
77 C -14.07654 -12.72007 2.70246  O76 1.303, O78 1.210, O79 1.332
78 O -14.07036 -11.75342 3.43091  C77 1.210
79 O -13.33736 -13.82235 2.81684  C77 1.332, C80 1.425
80 C -12.55861 -14.03247 3.99178  O79 1.425, H84 1.093, H85 1.088, H86 1.087
81 H -15.95883 -12.01489 0.12838  C75 1.086
82 H -14.68715 -11.03839 0.94367  C75 1.087
83 H -16.32362 -11.35049 1.67661  C75 1.090
84 H -11.52922 -14.18389 3.65761  C80 1.093
85 H -12.89626 -14.96977 4.42998  C80 1.088
86 H -12.52113 -13.21232 4.70447  C80 1.087

SMILES: COC(=O)OC.COC(=O)OC.COC(=O)OC.O=C1OCCO1.O=C1OCCO1.O=C1OCCO1.O=C1OCCO1.O=C1OCCO1
E_HOMO: -0.40626 Eh
Spin multiplicity: 1
Energy: -74642.69768 eV